Entry from the OMol25 dataset: 2 unconnected molecules or ions with the total composition C4H14NO2 at a distorted geometry (ωB97M-V/def2-TZVPD).

Calculated values
Highest occupied orbital energy, eV: -15.1
Charge: +1
ΔE to the lowest compared entry with this formula, charge and spin, kcal per mole: 30.9
HOMO-LUMO gap, eV: 12.05

XYZ file:
```
21
Properties=species:S:1:pos:R:3:forces:R:3:nbo_charge:R:1
C 1.04178 -0.00686 -1.00724 -0.499 0.755 1.175 -0.636
C 0.33768 -0.21738 0.34837 -0.255 -2.295 -1.502 -0.021
C 0.37649 0.88902 1.39407 0.173 -0.114 -1.590 0.058
C 0.39202 2.32601 0.82913 -3.281 0.202 -0.300 -0.653
O -0.61862 0.44709 2.33752 0.229 1.501 -0.422 -0.713
N -1.12930 -0.67866 0.03910 -0.773 2.079 -0.356 -0.721
H 2.11190 0.18903 -0.84617 -0.427 0.154 -0.216 0.251
H 0.50875 0.83682 -1.47974 0.684 -0.119 -0.068 0.217
H 0.92136 -0.86513 -1.64327 0.019 -0.451 -0.168 0.242
H 0.60223 -1.16157 0.81843 0.968 0.213 0.271 0.219
H 1.38295 0.87385 1.76883 0.422 -0.788 0.980 0.207
H 1.26586 2.57380 0.24386 0.404 -0.297 0.167 0.251
H 0.32194 2.97300 1.70770 0.163 0.281 -0.281 0.242
H -0.50741 2.58179 0.13976 1.231 -0.449 1.184 0.206
H -1.13220 1.22061 2.60861 0.107 -0.087 0.352 0.497
H -1.32424 -1.66780 -0.22816 0.531 0.600 0.799 0.473
H -1.54756 -0.15501 -0.73131 0.358 0.101 -0.398 0.419
H -1.62369 -0.25041 0.85122 -0.065 -1.403 0.163 0.460
H -0.70946 -3.27484 -3.10715 -0.444 0.248 -0.052 0.493
H 0.05505 -3.56467 -1.88028 -0.142 0.020 0.308 0.478
O -0.72555 -3.06869 -2.16331 0.597 -0.150 -0.047 -0.966
```
Positions in Å, forces in eV/Å.